(1)
Entry from OMol25: 2 unconnected molecules or ions with the total composition C4H11NO2 (ωB97M-V/def2-TZVPD).

Structure (XYZ):
```
18
Properties=species:S:1:pos:R:3:forces:R:3
C 0.9610 -1.4242 1.7338 -1.748 1.937 -1.195
N 0.5627 -0.6722 0.4602 -0.810 -0.207 1.266
C 1.0815 -1.2176 -0.7132 0.406 1.282 0.307
C 0.8791 -0.3763 -1.9657 -0.191 -1.208 -0.704
O 1.7564 -2.2474 -0.8266 -1.065 1.120 1.120
H 0.4255 -2.3467 1.7351 0.056 -0.973 0.062
H 2.0202 -1.5346 1.6310 0.526 -0.328 0.587
H 0.5984 -0.8678 2.6331 0.713 -0.146 -0.827
H -0.2151 0.1168 0.5707 2.844 -2.188 -0.920
H 0.6187 0.7010 -1.8597 0.056 -0.951 0.084
H 0.0621 -1.0043 -2.4321 0.667 1.207 -0.225
H 1.8226 -0.5365 -2.5626 -1.162 0.381 0.471
C -2.0522 1.7396 0.2188 -3.787 0.941 -0.853
O -0.8063 1.9264 0.6653 4.400 2.657 0.598
H -2.2264 0.7107 0.0199 0.027 -1.387 0.503
H -2.8314 2.0851 0.9662 0.613 -0.234 -0.938
H -2.2978 2.0954 -0.7997 0.284 0.802 0.439
H -0.3591 2.8526 0.5256 -1.830 -2.704 0.225
```
Positions in Å, forces in eV/Å.

The calculation puts the energy above the lowest of the compared OMol25 structures with the same formula, charge and spin at 2.006 eV. As for the SMILES: CNC(C)=O.CO. The multiplicity is 1. The value obtained for the HOMO-LUMO gap is 0.355 Eh. Its LUMO energy is 0.402 eV. For the energy, the calculation gives -9910.236 eV.

Löwdin atomic charge list, values in e, 8 entries:
1. C -0.0541
2. N -0.0034
3. C -0.5743
4. C -0.0262
5. O 0.0127
6. H 0.0600
7. H 0.0665
8. H 0.0871

(2)
Entry from OMol25: 4 unconnected molecules or ions with the total composition C8H24O4 (ωB97M-V/def2-TZVPD).

Structure (XYZ):
```
36
Properties=species:S:1:pos:R:3:forces:R:3
C 9.6810 -18.6264 5.9820 0.000 -0.009 -0.420
C 10.2385 -19.9390 6.4735 0.094 -0.925 0.566
O 10.7006 -19.9216 7.8176 -0.140 1.050 0.363
H 10.3592 -17.7794 5.8784 0.310 -0.269 0.155
H 8.7985 -18.2645 6.5095 0.057 -0.295 0.245
H 9.3593 -18.9234 4.9838 -0.192 0.463 -0.279
H 11.0211 -20.3324 5.8247 0.256 0.362 -0.243
H 9.4286 -20.6607 6.3667 -0.247 -0.193 0.163
H 11.0510 -20.7493 8.1548 -0.142 -0.185 -0.556
C 0.2991 -22.3707 0.4944 0.716 0.410 -0.062
C 1.7534 -22.3417 -0.1228 -0.871 -1.569 1.327
O 1.9366 -21.1408 -0.7465 0.204 1.990 -1.078
H 0.2494 -21.7921 1.4168 0.357 -0.028 0.162
H -0.1622 -23.3338 0.7130 0.452 -0.220 -0.195
H -0.3898 -21.8244 -0.1498 0.185 -0.160 -0.443
H 1.9579 -23.1660 -0.8061 -0.547 -0.264 -0.304
H 2.5678 -22.4388 0.5951 -0.399 -0.322 0.781
H 2.8176 -20.8238 -0.5348 -0.035 0.200 -0.160
C 4.5691 -18.5580 2.4839 1.368 0.119 -1.143
C 5.9890 -18.9028 1.8024 -1.995 0.734 2.088
O 5.7587 -19.7181 0.6803 0.021 0.078 0.039
H 4.6767 -18.0863 3.4606 0.312 -0.145 0.035
H 3.9065 -19.4178 2.5824 0.225 -0.084 -0.129
H 4.1061 -17.8048 1.8464 -0.294 -0.165 -0.052
H 6.6061 -19.3394 2.5877 0.154 -0.649 -0.188
H 6.4590 -17.9382 1.6109 0.052 0.057 -0.637
H 6.5978 -20.0074 0.3146 0.123 0.005 -0.057
C 9.7605 -21.2780 -4.2779 1.177 0.513 0.716
C 10.4471 -21.1176 -2.8777 -2.048 -0.039 -0.234
O 9.5779 -21.5437 -1.8175 0.351 -0.441 -0.023
H 10.5616 -20.9399 -4.9352 -0.234 -0.123 -0.624
H 8.8655 -20.6889 -4.4781 0.125 0.192 0.456
H 9.5106 -22.3138 -4.5080 0.233 -0.101 0.150
H 10.5980 -20.0840 -2.5664 0.428 0.096 -0.722
H 11.3850 -21.6724 -2.9024 0.102 0.044 0.212
H 9.5047 -22.4989 -1.8785 -0.159 -0.128 0.092
```
Positions in Å, forces in eV/Å.

The calculation puts the energy above the lowest of the compared OMol25 structures with the same formula, charge and spin at 1.650 eV. As for the SMILES: CCO.CCO.CCO.CCO. The multiplicity is 1. The value obtained for the HOMO-LUMO gap is 0.384 Eh. Its LUMO energy is 0.542 eV. For the energy, the calculation gives -16873.059 eV.

Löwdin atomic charge list, values in e, 8 entries:
1. C -0.0892
2. C -0.3363
3. O -0.0802
4. H 0.0735
5. H 0.0753
6. H 0.0683
7. H 0.1069
8. H 0.1028

(3)
Entry from OMol25: a single C23H16N6O molecule (ωB97M-V/def2-TZVPD).

Structure (XYZ):
```
46
Properties=species:S:1:pos:R:3:forces:R:3
O -3.3257 -0.8346 4.2007 -1.528 -0.237 2.744
C -2.6976 -0.4779 3.2520 -0.002 -0.556 0.689
N -2.9944 -1.2359 2.1531 1.356 1.426 -1.064
C -2.4515 -1.1820 0.8975 -0.848 -2.471 -2.264
N -2.9284 -2.1585 0.1542 0.724 1.508 0.830
C -2.5461 -2.2641 -1.1546 0.723 1.028 -0.829
C -3.0945 -3.2818 -1.8947 -0.561 -1.915 -0.263
C -2.7581 -3.5222 -3.2226 0.033 0.171 0.510
C -1.8307 -2.6791 -3.8211 0.033 0.041 -0.558
C -1.2745 -1.6035 -3.1408 -0.792 -0.244 1.025
C -1.6662 -1.3601 -1.8082 0.318 0.523 0.607
N -1.1862 -0.2406 -1.0378 -1.569 -1.147 0.682
C -0.5854 0.9133 -1.7490 0.283 -0.720 1.191
C 0.9103 0.8727 -1.6596 -0.241 0.009 0.150
N 1.6646 1.3938 -2.5755 -0.781 -0.071 0.572
C 2.9258 1.2156 -2.0631 0.615 0.641 -2.885
C 4.0618 1.6190 -2.7190 1.620 0.075 1.038
C 5.2888 1.4166 -2.0725 -0.730 0.367 -0.394
C 5.3466 0.7956 -0.8153 -1.061 -0.512 -0.688
C 4.1520 0.2558 -0.2921 1.419 0.149 1.600
C 2.9454 0.4973 -0.9099 0.744 0.331 0.444
N 1.6321 0.3016 -0.6230 -1.357 -0.644 0.983
C -1.4761 -0.1926 0.3626 1.099 2.429 0.709
N -0.8821 0.7812 1.0471 -0.874 -2.036 -1.822
C -0.8712 1.0636 2.4151 -0.161 -0.242 0.214
C 0.1108 1.9846 2.7478 1.588 1.870 0.410
C 0.3586 2.4934 4.0389 -1.086 -1.521 -0.320
C -0.4672 2.0158 5.0790 -0.588 -0.540 -1.022
C -1.4913 1.0855 4.7880 0.526 0.114 -0.729
C -1.6680 0.5565 3.4546 0.491 1.080 0.368
H -3.6921 -1.9703 2.3241 0.553 0.546 -0.222
H -3.7393 -3.9883 -1.3393 0.257 0.559 -0.473
H -3.1736 -4.3740 -3.7592 0.064 0.282 0.137
H -1.5527 -2.8531 -4.8630 0.046 0.078 0.347
H -0.5556 -0.9846 -3.6242 0.390 0.381 -0.253
H -0.9631 1.8434 -1.3321 -0.036 -0.022 0.363
H -0.8737 0.9139 -2.7934 -0.048 -0.262 -0.052
H 3.9739 2.1735 -3.6275 0.066 0.108 -0.506
H 6.1719 1.7986 -2.5582 0.277 -0.017 0.109
H 6.3177 0.7086 -0.3275 -0.468 -0.198 0.090
H 4.1734 -0.2199 0.6885 0.044 -0.055 -0.213
H 1.2870 0.0285 0.3013 -0.172 0.213 -0.812
H 0.7375 2.3989 1.9345 -0.516 -0.483 0.400
H 1.1893 3.1696 4.2148 -0.241 -0.005 -0.035
H -0.3623 2.3403 6.1033 0.096 0.131 0.012
H -2.1399 0.7859 5.6261 0.293 -0.164 -0.820
```
Positions in Å, forces in eV/Å.

The calculation puts the energy above the lowest of the compared OMol25 structures with the same formula, charge and spin at 0.331 eV. As for the SMILES: O=C1NC2=Nc3ccccc3N(Cc3nc4ccccc4[nH]3)C2=Nc2ccccc21. The multiplicity is 1. The value obtained for the HOMO-LUMO gap is 0.266 Eh. Its LUMO energy is -0.732 eV. For the energy, the calculation gives -35099.222 eV.

Löwdin atomic charge list, values in e, 8 entries:
1. O 0.0874
2. C -0.4210
3. N 0.1670
4. C -0.1733
5. N 0.1644
6. C -0.2437
7. C -0.0338
8. C -0.0817

(4)
Entry from OMol25: 2 unconnected molecules or ions with the total composition C5H12NS (ωB97M-V/def2-TZVPD).

Structure (XYZ):
```
19
Properties=species:S:1:pos:R:3:forces:R:3
C 0.9881 0.4978 -1.3436 -1.189 -1.147 -0.758
C 1.9033 -0.6151 -0.8914 0.696 -0.722 0.630
C 3.2097 -0.7509 -1.3069 -0.460 0.602 0.534
N 1.2935 -1.4979 0.0226 0.500 1.359 -0.929
H 0.6617 1.1350 -0.5217 -0.015 -0.131 0.034
H 0.0417 0.0066 -1.7562 1.180 0.805 0.769
H 1.3723 1.1026 -2.1481 0.667 0.234 -0.149
H 3.8839 -1.5128 -0.8558 -0.635 0.529 -0.450
H 3.6864 0.0834 -1.8648 -0.462 -0.843 0.264
H 0.2545 -1.3613 0.1847 0.823 -0.569 -0.474
H 1.7608 -2.3884 0.0990 -0.402 0.044 0.212
C -2.8091 1.3911 1.3273 1.741 -0.520 1.096
C -1.9860 0.0627 1.3636 -0.447 -0.268 2.678
S -1.7655 -0.7968 -0.1725 -0.586 -0.231 -0.583
H -3.7322 1.1400 0.8812 -1.189 0.063 -0.561
H -2.2342 2.0520 0.6892 -0.224 0.518 -0.149
H -2.9677 1.8556 2.3513 0.231 -0.536 -1.061
H -2.5716 -0.6405 2.0529 0.807 0.855 -0.545
H -0.9896 0.2368 1.8894 -1.036 -0.043 -0.560
```
Positions in Å, forces in eV/Å.

The calculation puts the energy above the lowest of the compared OMol25 structures with the same formula, charge and spin at 0.642 eV. The multiplicity is 1. As for the charge: -1. The value obtained for the HOMO-LUMO gap is 0.248 Eh. Its LUMO energy is 4.007 eV. For the energy, the calculation gives -17705.149 eV.

Löwdin atomic charge list, values in e, 8 entries:
1. C -0.1267
2. C -0.4891
3. C -0.0582
4. N 0.0345
5. H 0.0647
6. H 0.0252
7. H 0.0495
8. H 0.0251

(5)
Entry from OMol25: a molecular structure, C4H6OS (ωB97M-V/def2-TZVPD).

Structure (XYZ):
```
12
Properties=species:S:1:pos:R:3:forces:R:3
C -0.5113 -0.1214 -1.1843 0.148 -1.495 -2.549
C -1.3928 -0.4219 -0.2323 1.460 0.990 0.545
C 0.9195 0.2961 -0.9251 -2.260 -1.855 5.714
C 0.6194 0.5182 0.9679 0.379 -0.557 -3.473
O -0.4886 -1.5072 2.0591 -0.995 -0.360 0.451
S -0.9853 -0.2067 1.5401 3.049 -0.305 -1.783
H -0.7612 -0.2644 -2.3384 0.154 0.200 2.565
H -2.3656 -0.7540 -0.3441 -1.800 -0.607 -0.730
H 1.7509 -0.4845 -0.9554 -1.267 1.438 -0.615
H 0.9541 1.2767 -1.2688 1.340 1.536 -0.801
H 1.4979 0.1661 1.4411 0.383 -1.737 0.739
H 0.7631 1.5031 1.2400 -0.592 2.753 -0.063
```
Positions in Å, forces in eV/Å.

The calculation puts the energy above the lowest of the compared OMol25 structures with the same formula, charge and spin at 3.909 eV. The multiplicity is 1. The value obtained for the HOMO-LUMO gap is 0.367 Eh. Its LUMO energy is 0.774 eV. For the energy, the calculation gives -17124.221 eV.

Löwdin atomic charge list, values in e, 8 entries:
1. C -0.2042
2. C -0.2568
3. C -0.0571
4. C -0.2336
5. O -0.5634
6. S 0.9010
7. H 0.1433
8. H 0.0377

(6)
Entry from OMol25: a molecular structure, C28H30CeN2O10S4 (ωB97M-V/def2-TZVPD).

Structure (XYZ):
```
75
Properties=species:S:1:pos:R:3:forces:R:3
Ce 1.0556 -0.7170 -1.1542 -1.216 -1.269 -1.061
C 6.3324 -0.5209 -4.0503 0.009 -0.085 0.096
O 6.4145 -1.6811 -3.2221 -0.067 0.057 -0.037
C 5.2408 -2.1733 -2.7655 0.183 0.062 -0.006
C 5.3582 -3.1439 -1.7417 -0.173 0.064 -0.076
C 4.2214 -3.6043 -1.1535 -0.032 -0.194 0.382
C 2.9171 -3.1724 -1.5086 0.347 -0.006 0.025
C 1.7678 -3.6724 -0.7530 0.049 0.010 -0.793
C 1.8955 -4.8484 0.1810 0.303 -0.066 0.114
O 0.6335 -3.1795 -0.8548 0.065 0.004 0.115
C 2.8319 -2.2589 -2.6293 -0.909 -0.505 -0.085
O 1.6825 -1.8399 -3.0687 0.598 -0.256 -0.096
C 4.0139 -1.7729 -3.2258 0.188 -0.097 0.102
H 7.3584 -0.1922 -4.1939 0.000 0.013 -0.028
H 5.7481 0.2562 -3.5541 0.004 0.013 -0.019
H 5.8868 -0.7710 -5.0164 0.018 0.027 -0.021
H 6.3424 -3.4540 -1.4208 -0.004 -0.006 0.005
H 4.3228 -4.3150 -0.3402 0.009 0.026 -0.023
H 2.4255 -5.6875 -0.2704 -0.001 0.035 -0.037
H 0.8934 -5.1484 0.4734 -0.006 0.006 0.008
H 2.4482 -4.5498 1.0754 -0.029 0.001 -0.002
H 3.8932 -1.0098 -3.9786 -0.040 -0.027 -0.015
S -1.7480 -1.7067 -2.4720 0.097 -0.364 0.024
C -2.2998 -0.4579 -1.5619 -0.046 1.188 -0.131
N -3.1108 -0.5942 -0.5079 0.030 0.159 0.101
C -3.7601 0.5910 0.0469 0.003 -0.148 -0.089
C -2.7490 1.6825 0.2339 -0.044 0.143 -0.028
N -2.1212 1.9935 -1.0465 0.287 -0.059 0.218
C -1.3420 3.2439 -1.1902 -0.087 0.086 -0.038
C -1.4303 4.1527 0.0039 0.097 -0.111 0.109
C -0.4487 4.0654 0.9875 0.037 0.025 0.002
C -0.5153 4.8693 2.1169 -0.025 -0.030 -0.059
C -1.5603 5.7702 2.2696 0.018 0.003 0.026
C -2.5324 5.8767 1.2835 0.014 0.002 0.008
C -2.4629 5.0716 0.1556 -0.038 -0.006 -0.055
C -1.8468 1.0226 -1.9288 -0.589 -0.936 0.259
S -1.0332 1.2669 -3.3287 0.129 0.059 -0.118
C -3.4913 -1.9298 -0.0375 -0.039 -0.040 -0.076
C -3.8497 -1.9430 1.4215 0.071 -0.021 0.101
C -5.1627 -2.0999 1.8461 -0.039 -0.038 -0.006
C -5.4723 -2.0929 3.2009 -0.001 0.000 -0.022
C -4.4655 -1.9185 4.1389 0.050 -0.001 -0.007
C -3.1493 -1.7568 3.7205 -0.054 -0.010 0.014
C -2.8431 -1.7754 2.3698 0.055 0.037 -0.050
H -4.1929 0.3356 1.0099 0.009 -0.001 0.002
H -4.5684 0.9076 -0.6221 -0.001 0.040 0.004
H -1.9962 1.3934 0.9699 -0.009 -0.003 0.028
H -3.2608 2.5722 0.5956 0.013 0.033 0.001
H -1.6803 3.7491 -2.0962 -0.032 0.008 -0.002
H -0.3020 2.9552 -1.3602 0.024 0.002 -0.029
H 0.3694 3.3667 0.8497 -0.016 0.005 0.004
H 0.2530 4.7874 2.8753 -0.009 0.022 0.004
H -1.6103 6.3944 3.1534 -0.018 0.010 -0.013
H -3.3412 6.5889 1.3915 0.002 -0.003 0.001
H -3.2185 5.1526 -0.6193 -0.002 0.010 0.015
H -2.6284 -2.5682 -0.2228 0.006 -0.049 -0.008
H -4.3068 -2.3257 -0.6525 -0.021 0.050 0.007
H -5.9480 -2.2273 1.1086 -0.005 -0.002 0.016
H -6.4991 -2.2179 3.5215 0.003 -0.001 -0.005
H -4.7033 -1.9067 5.1954 -0.009 0.001 -0.007
H -2.3565 -1.6098 4.4424 -0.003 0.016 -0.015
H -1.8158 -1.6284 2.0530 -0.064 -0.052 0.013
O 3.0357 0.0027 -0.3744 0.675 1.251 -0.211
S 3.1322 1.3231 -1.2118 0.153 -0.856 -0.032
O 4.3589 1.3384 -1.9707 0.112 0.031 0.031
O 2.9317 2.4619 -0.3413 -0.036 0.125 0.153
O 1.9361 1.1241 -2.1376 0.583 0.941 0.071
C 2.0300 0.8965 2.3430 0.212 0.137 0.161
S 0.5542 0.1769 1.6999 -0.256 0.271 -1.110
O 0.8461 -1.2319 1.3402 -0.128 0.410 0.361
O -0.4744 0.3560 2.6921 -0.232 -0.073 0.151
O 0.2251 0.8794 0.3921 -0.118 -0.038 1.758
H 1.7335 1.4321 3.2421 0.074 -0.003 0.013
H 2.4901 1.5610 1.6132 -0.104 -0.044 -0.133
H 2.7174 0.0855 2.5703 -0.024 0.017 0.039
```
Positions in Å, forces in eV/Å.

The calculation puts the energy above the lowest of the compared OMol25 structures with the same formula, charge and spin at 0.000 eV. As for the expectation value of S²: 0.751. The multiplicity is 2. As for the charge: -1. The value obtained for the HOMO-LUMO gap (spin up / spin down) is 0.250 / 0.267 Eh. Its LUMO energy (spin up / spin down) is 1.891 / 1.888 eV. For the energy, the calculation gives -109255.996 eV.

Löwdin atomic charge list, values in e, 8 entries:
1. Ce 1.0054
2. C -0.0645
3. O -0.0700
4. C -0.2692
5. C -0.0074
6. C -0.0326
7. C -0.1069
8. C -0.3797